[1]
{"formula": "C5H10O", "method": "the ωB97M-V functional and the def2-TZVPD basis", "species": ["C", "C", "C", "C", "O", "C", "H", "H", "H", "H", "H", "H", "H", "H", "H", "H"], "coordinates": [[1.9570, 0.2565, 0.0189], [0.4546, 0.4561, 0.0624], [-0.3603, -0.1706, -0.9611], [-1.7757, -0.0515, -0.7841], [-1.6809, -0.3806, 1.2542], [-0.3795, -0.4098, 1.4407], [2.4441, 0.9221, -0.7044], [2.4006, 0.4555, 1.0014], [2.2053, -0.7769, -0.2559], [0.1482, 1.4817, 0.2806], [-0.8849, 0.4473, -1.9207], [-0.0065, -1.1203, -1.3700], [-2.4308, -0.8115, -1.2066], [-2.2188, 0.8950, -0.5325], [0.0119, 0.2121, 2.2550], [0.1157, -1.4052, 1.4221]], "mulliken_charge": [-1.366, 0.163, -0.171, -0.616, -0.615, -0.464, 0.357, 0.349, 0.310, 0.349, 0.186, 0.298, 0.308, 0.265, 0.327, 0.319], "e_above_lowest_kcal_mol": 93.1, "max_force_ha_per_bohr": 0.054, "lumo_ev": 0.916, "energy_ha": -271.6043}



[2]
{"formula": "C23H25Br2F4N2O", "method": "the ωB97M-V functional and the def2-TZVPD basis", "species": ["C", "C", "O", "C", "C", "N", "N", "C", "C", "F", "C", "C", "C", "C", "F", "Br", "C", "F", "F", "Br", "H", "H", "H", "H", "H", "H", "H", "H", "H", "H", "H", "H", "H", "C", "C", "C", "C", "C", "C", "H", "H", "H", "H", "H", "H", "C", "C", "C", "C", "C", "C", "H", "H", "H", "H", "H", "H"], "coordinates": [[-0.2386, -0.9809, -2.0779], [0.0034, 0.4640, -1.6305], [1.1763, 0.9854, -2.2135], [-1.2674, 1.3100, -1.9527], [-0.9854, 2.7524, -2.2563], [-0.0566, 3.3500, -1.5195], [0.3625, 4.6019, -1.6430], [-0.1944, 5.2877, -2.5939], [-1.1941, 4.7632, -3.4268], [-1.6987, 5.5482, -4.3440], [-1.6427, 3.4693, -3.2644], [-2.7359, 2.9074, -4.1313], [-4.0402, 2.5156, -3.4302], [-4.6503, 3.6248, -2.5938], [-4.5276, 4.8057, -3.2554], [-3.8305, 3.8206, -0.8377], [-6.1748, 3.4047, -2.3757], [-6.7660, 3.4382, -3.5741], [-6.6732, 4.4013, -1.6420], [-6.5894, 1.7257, -1.5069], [-1.2711, -1.2770, -1.9147], [-0.0106, -1.0324, -3.1425], [0.4379, -1.6536, -1.5622], [0.1424, 0.4454, -0.5508], [1.0647, 1.0605, -3.1670], [-1.8054, 0.8527, -2.7743], [-1.8927, 1.3170, -1.0594], [0.4315, 2.8145, -0.8126], [0.1384, 6.3059, -2.7320], [-2.3273, 2.0559, -4.6735], [-2.9809, 3.6579, -4.8746], [-4.7609, 2.3152, -4.2233], [-3.9780, 1.6009, -2.8523], [0.5047, -0.0410, 3.8329], [-0.2865, -0.2359, 2.7094], [-0.2601, -1.4546, 2.0442], [0.5513, -2.4819, 2.5046], [1.3400, -2.2873, 3.6295], [1.3187, -1.0671, 4.2912], [0.4834, 0.9071, 4.3542], [-0.9302, 0.5622, 2.3575], [-0.8795, -1.6065, 1.1674], [0.5679, -3.4338, 1.9898], [1.9709, -3.0887, 3.9918], [1.9355, -0.9171, 5.1674], [4.7690, -6.4200, 2.9686], [5.5345, -6.7891, 4.0657], [5.9519, -5.8289, 4.9766], [5.5998, -4.4991, 4.7939], [4.8331, -4.1304, 3.6974], [4.4195, -5.0897, 2.7835], [4.4463, -7.1692, 2.2573], [5.8063, -7.8264, 4.2108], [6.5522, -6.1172, 5.8295], [5.9231, -3.7508, 5.5058], [4.5584, -3.0925, 3.5539], [3.8254, -4.8001, 1.9256]], "mulliken_charge": [-1.693, 0.185, -0.567, -0.764, 0.552, 0.696, -1.118, -0.351, 0.881, -0.259, 0.348, -1.812, -0.916, 0.412, -0.336, 0.004, 0.464, -0.202, -0.185, -0.056, 0.409, 0.457, 0.356, 0.466, 0.393, 0.409, 0.322, 0.311, 0.514, 0.510, 0.449, 0.491, 0.619, -0.406, -0.483, -0.261, -0.586, -0.339, -0.505, 0.373, 0.423, 0.484, 0.381, 0.533, 0.385, -0.381, -0.380, -0.391, -0.392, -0.366, -0.350, 0.360, 0.360, 0.364, 0.361, 0.459, 0.367], "max_force_ha_per_bohr": 0.019, "charge": 1, "lumo_ev": -4.523, "energy_ha": -6623.4076}



[3]
{"formula": "C11H31N2O8S4", "method": "the ωB97M-V functional and the def2-TZVPD basis", "species": ["N", "O", "O", "O", "C", "C", "O", "N", "C", "H", "H", "H", "H", "H", "H", "H", "C", "S", "O", "C", "H", "H", "H", "H", "H", "H", "C", "S", "O", "C", "H", "H", "H", "H", "H", "H", "C", "S", "O", "C", "H", "H", "H", "H", "H", "H", "C", "S", "O", "C", "H", "H", "H", "H", "H", "H"], "coordinates": [[0.2923, 1.2235, 0.5236], [-0.0366, 2.2631, -0.1202], [1.3728, 1.1804, 1.1409], [-0.5377, 0.2556, 0.5450], [-1.3122, -2.0985, -2.2592], [-1.9735, -0.8866, -2.9127], [-2.8734, -1.0699, -3.7286], [-1.5116, 0.3429, -2.5723], [-1.9222, 1.5349, -3.2862], [-0.2353, -1.9425, -2.3717], [-1.5619, -3.0029, -2.8006], [-1.6190, -2.1484, -1.2173], [-0.9979, 0.4857, -1.7123], [-2.2708, 2.2853, -2.5762], [-2.6383, 1.2802, -4.0607], [-1.1030, 2.0404, -3.8100], [3.9565, -0.2591, -0.7995], [5.3279, -1.4489, -0.8749], [5.0071, -2.4200, 0.2321], [4.7055, -2.3367, -2.3487], [3.8592, 0.1665, 0.1998], [2.9795, -0.6624, -1.0551], [4.2082, 0.5819, -1.4518], [5.2540, -3.2766, -2.2601], [4.9114, -1.8186, -3.2847], [3.6531, -2.6161, -2.3172], [1.1330, -2.7289, 0.6903], [-0.1307, -3.8747, 1.2937], [-0.9029, -4.3325, 0.0932], [0.9648, -5.2368, 1.8662], [0.9811, -2.4921, -0.3626], [2.1749, -3.0635, 0.7072], [1.0857, -1.8002, 1.2611], [0.9957, -5.0367, 2.9394], [1.8948, -5.3540, 1.3196], [0.4336, -6.1907, 1.8288], [-1.7147, 5.2792, -0.4657], [-0.0208, 5.8933, -0.1518], [-0.1749, 7.4036, -0.0445], [0.1070, 5.2221, 1.5460], [-1.6905, 4.1869, -0.4605], [-2.1229, 5.5154, -1.4504], [-2.3848, 5.7427, 0.2566], [-0.4150, 5.8746, 2.2442], [1.1581, 5.1654, 1.8367], [-0.2002, 4.1800, 1.6456], [-2.2864, 1.1373, 2.9031], [-3.1281, -0.2112, 3.7964], [-4.5721, 0.0007, 3.3259], [-2.4482, -1.5568, 2.7751], [-1.2144, 1.1462, 3.0856], [-2.7995, 2.0560, 3.1763], [-2.5217, 0.9093, 1.8665], [-2.6861, -1.3359, 1.7338], [-3.0650, -2.4182, 3.0338], [-1.3838, -1.7337, 2.8889]], "mulliken_charge": [0.722, -0.562, -0.659, -0.389, -0.438, 0.629, -0.691, -0.062, -0.953, 0.039, 0.315, 0.040, 0.152, 0.218, 0.390, 0.288, -0.623, 0.436, -0.607, -0.880, 0.325, -0.033, 0.451, 0.345, 0.361, 0.223, -0.352, 0.546, -0.670, -1.061, -0.079, 0.386, 0.195, 0.321, 0.329, 0.363, -0.729, 0.544, -0.688, -0.687, 0.143, 0.328, 0.318, 0.368, 0.308, 0.081, -0.694, 0.381, -0.645, -0.733, 0.307, 0.409, 0.096, 0.179, 0.414, 0.285], "e_above_lowest_kcal_mol": 16.6, "max_force_ha_per_bohr": 0.050, "charge": -1, "lumo_ev": 2.226, "energy_ha": -2741.7467}



[4]
{"formula": "C5H9NO5", "method": "the ωB97M-V functional and the def2-TZVPD basis", "species": ["C", "C", "C", "C", "C", "N", "O", "O", "O", "O", "O", "H", "H", "H", "H", "H", "H", "H", "H", "H"], "coordinates": [[1.7289, -0.1547, -1.0151], [-0.5716, 1.0532, 1.3040], [-1.3507, 1.2979, 0.0701], [-1.3368, 0.0281, -0.6939], [0.9512, -0.3229, 0.1578], [0.7655, -1.6238, 0.7044], [2.3060, -1.2793, -1.5571], [1.7619, 0.8814, -1.6516], [0.8438, 0.7450, 1.0021], [-0.8056, 2.2554, -0.8120], [-1.9320, -1.0918, -0.3206], [-0.5779, 1.8068, 2.0621], [-1.0210, 0.0769, 1.6372], [-2.3713, 1.5542, 0.3757], [-1.1749, 0.0129, -1.8389], [2.6441, -1.7894, -0.6948], [0.7531, -2.4826, 0.0899], [1.2402, -1.7903, 1.6432], [0.0244, 2.0068, -1.2057], [-1.8772, -1.1839, 0.7434]], "mulliken_charge": [0.181, -0.577, 0.237, -0.425, 0.756, -0.536, -0.548, -0.630, -0.443, -0.573, -0.476, 0.407, 0.232, 0.334, 0.397, 0.369, 0.275, 0.214, 0.400, 0.404], "e_above_lowest_kcal_mol": 69.9, "max_force_ha_per_bohr": 0.075, "lumo_ev": [0.207, -0.101], "energy_ha": -626.7567}



[5]
{"formula": "C31H68B4NO18PS7", "method": "the ωB97M-V functional and the def2-TZVPD basis", "species": ["C", "C", "P", "C", "B", "O", "B", "O", "B", "B", "N", "O", "O", "H", "H", "H", "H", "H", "H", "H", "H", "H", "H", "H", "H", "C", "C", "C", "S", "O", "O", "C", "H", "H", "H", "H", "H", "H", "H", "H", "C", "C", "C", "S", "O", "O", "C", "H", "H", "H", "H", "H", "H", "H", "H", "C", "C", "C", "S", "O", "O", "C", "H", "H", "H", "H", "H", "H", "H", "H", "C", "C", "C", "S", "O", "O", "C", "H", "H", "H", "H", "H", "H", "H", "H", "C", "C", "C", "S", "O", "O", "C", "H", "H", "H", "H", "H", "H", "H", "H", "C", "C", "C", "S", "O", "O", "C", "H", "H", "H", "H", "H", "H", "H", "H", "C", "C", "C", "S", "O", "O", "C", "H", "H", "H", "H", "H", "H", "H", "H"], "coordinates": [[1.8642, -0.9768, 4.7988], [0.7365, -1.2727, 3.8057], [-0.7920, -0.2850, 4.1748], [-1.9214, -0.6202, 2.7396], [-0.2822, 1.5431, 3.9035], [0.1405, 2.4120, 4.9087], [1.4428, 2.8145, 4.5799], [1.8150, 3.0544, 3.2568], [1.1141, 2.2915, 2.3119], [1.7586, 1.5148, 0.9387], [3.1864, 1.2280, 0.7161], [0.8340, 1.0732, -0.0365], [-0.2365, 2.0782, 2.5868], [1.9999, 0.0910, 4.9984], [2.8222, -1.3592, 4.4484], [1.6575, -1.4458, 5.7614], [1.0671, -1.1241, 2.7719], [0.4965, -2.3327, 3.8870], [-1.4469, -1.3544, 2.0922], [-2.0688, 0.3043, 2.1856], [-2.8626, -0.9788, 3.1340], [2.2335, 2.8966, 5.4611], [3.2311, 0.3754, 0.1593], [3.5787, 1.9709, 0.1391], [0.4774, 0.1905, 0.1658], [5.6751, -4.3699, -0.1019], [6.1707, -2.9463, 0.1918], [4.9427, -2.0680, 0.4310], [3.6677, -3.1538, 1.0673], [2.5894, -3.2134, 0.1073], [3.4107, -2.8253, 2.4488], [4.6198, -4.6644, 0.9630], [6.4829, -5.0952, -0.0789], [5.2189, -4.4059, -1.0948], [6.7959, -2.9576, 1.0870], [6.7736, -2.5470, -0.6222], [5.1301, -1.2821, 1.1597], [4.5739, -1.6322, -0.4966], [3.9573, -5.4893, 0.7112], [5.0756, -4.8336, 1.9382], [-0.6746, 0.0607, -3.8379], [-0.5007, 1.3303, -2.9938], [-1.6444, 1.3650, -1.9751], [-2.0960, -0.3443, -1.6738], [-3.4410, -0.5687, -2.1505], [-1.7149, -0.7097, -0.3315], [-0.9466, -1.0623, -2.8399], [0.2052, -0.1448, -4.4437], [-1.5248, 0.1740, -4.5113], [0.4571, 1.2901, -2.4692], [-0.5021, 2.2262, -3.6081], [-1.3469, 1.8163, -1.0308], [-2.5218, 1.8740, -2.3719], [-1.3933, -1.9493, -3.2837], [-0.0465, -1.3327, -2.2877], [-7.6985, 0.2727, 2.1143], [-6.8541, 1.5387, 1.9197], [-6.2072, 1.8702, 3.2705], [-6.0303, 0.3069, 4.1321], [-6.8774, 0.3320, 5.2998], [-4.6355, -0.0437, 4.2285], [-6.8137, -0.7044, 2.8827], [-8.0229, -0.1488, 1.1639], [-8.5894, 0.5092, 2.7008], [-6.0788, 1.3473, 1.1744], [-7.4550, 2.3733, 1.5616], [-5.2232, 2.3194, 3.1636], [-6.8410, 2.5103, 3.8829], [-7.3623, -1.5103, 3.3648], [-6.0250, -1.1120, 2.2503], [5.7379, -6.9371, -4.2413], [6.9379, -6.2192, -4.8736], [7.9487, -5.9430, -3.7532], [7.6985, -7.2329, -2.5286], [7.2095, -6.6218, -1.3146], [8.8345, -8.1177, -2.5110], [6.3260, -8.0289, -3.3528], [5.0710, -7.3538, -4.9943], [5.1621, -6.2340, -3.6348], [7.3917, -6.8636, -5.6291], [6.6414, -5.2953, -5.3677], [8.9783, -5.9873, -4.0981], [7.7632, -4.9873, -3.2657], [5.6324, -8.4109, -2.6074], [6.7322, -8.8496, -3.9431], [-9.1757, 2.0969, 8.6292], [-10.0363, 3.3675, 8.6577], [-9.5034, 4.3030, 7.5655], [-8.7806, 3.2397, 6.3091], [-7.3625, 3.4941, 6.2558], [-9.5841, 3.2913, 5.1099], [-9.0652, 1.6969, 7.1615], [-9.6128, 1.2979, 9.2263], [-8.1828, 2.3118, 9.0303], [-11.0758, 3.1082, 8.4465], [-10.0122, 3.8524, 9.6328], [-10.2883, 4.8999, 7.1080], [-8.7132, 4.9522, 7.9375], [-8.2452, 1.0173, 6.9455], [-10.0035, 1.2862, 6.7886], [4.8316, 2.4397, -2.5238], [5.5569, 3.4222, -1.5936], [6.7210, 2.6633, -0.9433], [7.1946, 1.3824, -2.1102], [6.9131, 0.0982, -1.5160], [8.4913, 1.6774, -2.6638], [5.9263, 1.7364, -3.3211], [4.1253, 2.9469, -3.1792], [4.2744, 1.7088, -1.9322], [5.9425, 4.2600, -2.1775], [4.8882, 3.8330, -0.8379], [7.5826, 3.2991, -0.7574], [6.4192, 2.1706, -0.0202], [5.6036, 0.8074, -3.7850], [6.3642, 2.3973, -4.0685], [-3.3434, 3.3049, -8.0708], [-2.0473, 3.9102, -8.6254], [-1.1110, 4.1563, -7.4355], [-1.5541, 2.9378, -6.1926], [-2.0869, 3.6195, -5.0386], [-0.4902, 1.9709, -6.0723], [-2.9098, 2.2089, -7.1027], [-3.9767, 2.9076, -8.8623], [-3.9121, 4.0691, -7.5367], [-1.5843, 3.2059, -9.3195], [-2.2337, 4.8330, -9.1724], [-0.0643, 4.0227, -7.6961], [-1.2625, 5.1408, -6.9968], [-3.6876, 1.9059, -6.4052], [-2.5192, 1.3406, -7.6327]], "mulliken_charge": [-1.119, 0.000, -0.432, -0.728, 0.250, -0.388, 0.527, -0.549, 1.066, -0.950, -0.187, 0.368, 0.158, 0.134, 0.318, 0.360, -0.139, 0.548, 0.334, 0.133, 0.387, -0.151, 0.057, -0.082, 0.135, -0.216, -0.883, -0.491, 1.186, -0.658, -0.635, -0.998, 0.435, 0.082, 0.375, 0.347, 0.487, 0.180, 0.471, 0.368, -0.468, -0.067, -0.661, 0.880, -0.718, -0.508, -0.749, 0.409, 0.111, -0.086, 0.304, 0.204, 0.513, 0.489, 0.269, -0.566, -0.598, -0.282, 0.952, -0.603, -0.577, -0.739, 0.361, 0.296, 0.249, 0.360, 0.355, -0.003, 0.409, 0.331, -0.485, -0.627, -0.550, 1.054, -0.595, -0.703, -0.719, 0.339, 0.235, 0.304, 0.330, 0.338, 0.287, 0.395, 0.351, -0.683, -0.621, -0.744, 1.280, -0.648, -0.739, -0.495, 0.378, 0.317, 0.289, 0.326, 0.341, 0.363, 0.308, 0.383, -0.132, -0.811, -0.622, 1.037, -0.533, -0.697, -0.881, 0.400, -0.047, 0.404, 0.356, 0.374, 0.341, 0.458, 0.358, -0.636, -0.593, -0.799, 1.345, -0.681, -0.667, -0.788, 0.355, 0.307, 0.299, 0.323, 0.352, 0.368, 0.444, 0.389], "e_above_lowest_kcal_mol": 26.3, "max_force_ha_per_bohr": 0.031, "lumo_ev": 0.129, "energy_ha": -5859.3679}



Repeat the fourth record exactly.
{"formula": "C5H9NO5", "method": "the ωB97M-V functional and the def2-TZVPD basis", "species": ["C", "C", "C", "C", "C", "N", "O", "O", "O", "O", "O", "H", "H", "H", "H", "H", "H", "H", "H", "H"], "coordinates": [[1.7289, -0.1547, -1.0151], [-0.5716, 1.0532, 1.3040], [-1.3507, 1.2979, 0.0701], [-1.3368, 0.0281, -0.6939], [0.9512, -0.3229, 0.1578], [0.7655, -1.6238, 0.7044], [2.3060, -1.2793, -1.5571], [1.7619, 0.8814, -1.6516], [0.8438, 0.7450, 1.0021], [-0.8056, 2.2554, -0.8120], [-1.9320, -1.0918, -0.3206], [-0.5779, 1.8068, 2.0621], [-1.0210, 0.0769, 1.6372], [-2.3713, 1.5542, 0.3757], [-1.1749, 0.0129, -1.8389], [2.6441, -1.7894, -0.6948], [0.7531, -2.4826, 0.0899], [1.2402, -1.7903, 1.6432], [0.0244, 2.0068, -1.2057], [-1.8772, -1.1839, 0.7434]], "mulliken_charge": [0.181, -0.577, 0.237, -0.425, 0.756, -0.536, -0.548, -0.630, -0.443, -0.573, -0.476, 0.407, 0.232, 0.334, 0.397, 0.369, 0.275, 0.214, 0.400, 0.404], "e_above_lowest_kcal_mol": 69.9, "max_force_ha_per_bohr": 0.075, "lumo_ev": [0.207, -0.101], "energy_ha": -626.7567}